Density functional theory data (ωB97M-V/def2-TZVPD) for a cluster of 2 separate species, C20H17N4O4 in total in a non-equilibrium geometry.

Cartesian coordinates (Å):
O: -3.201 2.328 2.117
O: -1.324 -0.936 4.189
O: -2.651 1.573 4.179
O: -1.091 -1.892 2.150
N: -2.209 0.190 0.901
N: -3.332 1.753 -3.654
N: -0.419 0.268 -2.470
N: -2.293 0.152 -0.244
C: 0.369 -2.286 -2.924
C: -1.489 -0.887 2.979
C: 0.695 -0.089 -1.864
C: 2.109 -2.084 -1.244
C: 0.915 1.851 -0.314
C: 2.492 -3.404 -1.483
C: 2.923 0.901 -1.287
C: -3.769 3.453 2.813
C: 1.523 0.881 -1.128
C: 3.686 1.902 -0.683
C: 1.678 2.853 0.286
C: 1.080 -1.493 -2.006
C: -2.664 1.409 2.969
C: 1.826 -4.167 -2.453
C: -2.271 1.537 -3.205
C: -0.530 -3.004 2.874
C: -0.979 1.423 -2.645
C: 0.752 -3.607 -3.165
C: -2.125 0.233 2.266
C: 3.066 2.886 0.097
H: 3.403 0.120 -1.882
H: -0.162 1.795 -0.138
H: 2.602 -1.499 -0.466
H: 3.664 3.670 0.568
H: -0.481 2.379 -2.404
H: 0.348 -2.686 3.452
H: 1.180 3.607 0.898
H: 0.205 -4.189 -3.907
H: -0.248 -3.747 2.126
H: -4.177 4.110 2.045
H: -0.480 -1.834 -3.438
H: 4.769 1.901 -0.813
H: -4.564 3.124 3.496
H: 3.314 -3.841 -0.914
H: -1.271 -3.426 3.567
H: 2.125 -5.201 -2.640
H: -2.999 3.973 3.398

Its LUMO energy is 2.441 eV. As for the molar mass: 377.380 Da. The charge is -1. The orbital gap comes out at 5.34 eV.

Results of the Mulliken charge analysis, in e, for atoms 1 through 6: atom 1 (O): -0.302, atom 2 (O): -0.624, atom 3 (O): -0.625, atom 4 (O): -0.287, atom 5 (N): 0.618, atom 6 (N): -0.633

Density functional theory data (ωB97M-V/def2-TZVPD) for a structure of composition C20H17N9SSbSe4Zn.

Cartesian coordinates (Å):
Sb: 3.693 1.301 -0.438
Se: 3.307 2.959 1.325
Se: 5.965 0.794 -1.091
Se: 2.381 2.074 -2.413
Se: 2.840 -0.919 0.645
Zn: 0.631 -0.253 0.709
S: 0.388 -1.751 -2.451
N: 0.095 -0.411 -1.461
N: -0.322 -1.330 6.816
N: 0.274 -0.299 2.981
N: -0.601 0.971 -3.250
N: -1.204 -1.500 1.041
N: -0.742 -1.706 4.589
N: 1.795 1.274 3.709
N: 0.773 -0.014 5.299
N: -0.144 1.653 0.301
C: -0.277 0.717 -1.929
C: 0.066 0.257 -4.275
C: -0.639 1.788 -0.937
C: 1.380 -1.117 -6.304
C: -1.199 3.692 0.939
C: -1.240 -2.034 2.267
C: -0.075 -0.996 5.523
C: -0.513 -1.289 3.360
C: -2.598 -3.845 1.533
C: 0.952 0.307 4.000
C: -1.915 -3.205 2.554
C: -1.519 2.809 -1.258
C: -0.386 2.601 1.201
C: 0.888 0.159 -6.532
C: -2.605 -3.276 0.275
C: 0.247 0.847 -5.514
C: 1.237 -1.691 -5.047
C: -1.801 3.773 -0.302
C: 0.566 -1.014 -4.039
C: -1.895 -2.105 0.071
H: 2.340 1.646 4.469
H: 0.293 -0.951 7.513
H: 2.158 1.501 2.757
H: 1.898 -1.655 -7.088
H: -0.598 1.962 -3.443
H: -1.346 4.450 1.696
H: -3.118 -4.776 1.721
H: -1.859 -1.636 -0.904
H: 1.028 0.635 -7.495
H: -3.133 -3.731 -0.553
H: -2.483 4.582 -0.534
H: 1.659 -2.668 -4.836
H: -0.101 1.864 -5.673
H: -1.891 -3.583 3.566
H: -1.973 2.850 -2.239
H: 0.114 2.491 2.155
H: -0.791 -2.199 6.991

Its LUMO energy is 1.421 eV. As for the molar mass: 918.476 Da. The charge is -1. As for the energy above the lowest of the compared OMol25 structures with the same formula, charge and spin: 0.00 kJ/mol. The orbital gap comes out at 4.73 eV.

Results of the Mulliken charge analysis, in e, for atoms 1 through 6: atom 1 (Sb): 0.534, atom 2 (Se): -0.740, atom 3 (Se): -0.698, atom 4 (Se): -0.524, atom 5 (Se): -0.719, atom 6 (Zn): 0.898

Density functional theory data (ωB97M-V/def2-TZVPD) for the molecule C20H18BNO3 in a non-equilibrium geometry.

Cartesian coordinates (Å):
O: -0.024 -0.364 2.868
O: -5.753 4.048 2.476
O: -6.458 4.012 0.190
N: -1.254 -1.665 1.526
C: -0.046 -1.033 1.847
C: 1.071 -1.825 -0.278
C: 5.537 -2.117 -3.740
C: -4.558 -0.176 1.388
C: -2.493 -1.375 2.265
C: 6.138 -0.921 -4.039
C: 4.301 -1.009 -1.984
C: 3.213 -0.980 -0.966
C: 3.171 -0.135 0.167
C: 2.130 -0.163 1.059
C: 5.893 0.216 -3.313
C: -2.646 1.139 1.963
C: -3.245 -0.127 1.861
C: 4.625 -2.168 -2.714
C: 5.013 0.163 -2.262
C: -3.315 2.272 1.568
C: 2.123 -1.814 -1.174
C: 1.092 -1.060 0.879
C: -4.667 2.205 1.198
C: -5.261 0.963 1.124
B: -5.642 3.511 1.216
H: 5.678 -2.974 -4.361
H: -2.862 3.250 1.571
H: 4.861 1.013 -1.645
H: -5.095 -1.119 1.367
H: -1.626 1.197 2.276
H: 0.248 -2.500 -0.477
H: -6.364 4.803 2.575
H: 3.965 0.563 0.301
H: 6.398 1.134 -3.584
H: 4.136 -3.073 -2.450
H: -6.275 0.903 0.785
H: 2.129 0.508 1.900
H: -2.239 -1.289 3.331
H: -3.132 -2.224 2.172
H: -6.461 3.496 -0.648
H: 6.855 -0.827 -4.829
H: -1.363 -1.945 0.560
H: 2.201 -2.511 -1.969

Its LUMO energy is 0.177 eV. As for the molar mass: 331.180 Da. Its SMILES is O=C(NCc1ccc(B(O)O)cc1)c1ccc(-c2ccccc2)cc1. As for the energy above the lowest of the compared OMol25 structures with the same formula, charge and spin: 1.51 kJ/mol. The orbital gap comes out at 8.90 eV.

Results of the Mulliken charge analysis, in e, for atoms 1 through 6: atom 1 (O): -0.660, atom 2 (O): -0.536, atom 3 (O): -0.590, atom 4 (N): -0.153, atom 5 (C): 0.505, atom 6 (C): -0.525

Density functional theory data (ωB97M-V/def2-TZVPD) for the molecule C20H18Cl2NO5P in a non-equilibrium geometry.

Cartesian coordinates (Å):
Cl: 7.666 0.695 0.260
Cl: -5.807 3.095 0.868
P: 0.791 1.220 -0.175
O: 2.051 1.916 -0.872
O: 1.341 -1.593 1.000
O: -3.433 -2.753 -1.509
O: 0.802 1.095 1.276
O: -0.237 2.326 -0.766
N: 0.541 -0.154 -1.114
C: -2.294 -2.527 -0.795
C: 4.325 2.546 -0.858
C: -1.465 -1.517 -1.283
C: -4.160 2.856 0.407
C: -0.725 -2.890 0.991
C: -3.514 1.682 0.758
C: -2.195 1.489 0.384
C: 1.658 -2.025 2.302
C: -1.527 2.468 -0.335
C: -3.500 3.842 -0.310
C: -4.316 -3.751 -1.058
C: 5.655 2.269 -0.604
C: 5.037 0.093 0.226
C: -0.283 -1.195 -0.646
C: -2.183 3.646 -0.679
C: 6.005 1.043 -0.061
C: 0.118 -1.909 0.495
C: 3.351 1.597 -0.572
C: 3.707 0.370 -0.033
C: -1.922 -3.198 0.360
H: -0.453 -3.441 1.877
H: -2.543 -3.971 0.784
H: -4.011 4.753 -0.575
H: 6.417 3.001 -0.824
H: 5.322 -0.858 0.647
H: 2.935 -0.351 0.179
H: -1.682 0.580 0.658
H: -1.776 -0.977 -2.165
H: 1.809 -3.109 2.339
H: 0.882 -1.734 3.015
H: -4.704 -3.524 -0.060
H: 0.362 0.093 -2.080
H: -3.838 -4.736 -1.047
H: -1.648 4.399 -1.236
H: 4.029 3.496 -1.276
H: -4.034 0.922 1.317
H: 2.587 -1.519 2.562
H: -5.140 -3.759 -1.770

Its LUMO energy is 0.608 eV. As for the molar mass: 454.246 Da. Its SMILES is COc1ccc(OC)c(NP(=O)(Oc2ccc(Cl)cc2)Oc2ccc(Cl)cc2)c1. The orbital gap comes out at 8.83 eV.

Results of the Mulliken charge analysis, in e, for atoms 1 through 6: atom 1 (Cl): -0.223, atom 2 (Cl): -0.226, atom 3 (P): 0.854, atom 4 (O): -0.323, atom 5 (O): -0.297, atom 6 (O): -0.439

Density functional theory data (ωB97M-V/def2-TZVPD) for a structure of composition C20H18F9N5O5PtS in a non-equilibrium geometry.

Cartesian coordinates (Å):
Pt: 0.458 -0.862 0.460
S: -2.547 0.036 0.515
F: 4.830 -0.106 -1.334
F: 3.930 1.943 0.293
F: 3.575 -0.482 -3.055
F: 2.828 1.870 -4.372
F: 5.290 0.827 -3.233
F: 4.316 3.269 -3.633
F: 2.230 3.516 -3.112
F: 5.343 2.737 -1.138
F: 3.446 3.735 -0.793
O: 2.129 1.245 -1.656
O: -0.052 1.006 -0.227
O: 2.515 -0.688 0.525
O: 4.080 -0.488 2.007
O: 2.063 0.061 2.554
N: -2.801 -2.292 2.419
N: 2.901 -0.394 1.750
N: -1.462 -1.211 0.742
N: -0.454 2.671 -1.643
N: 0.671 -2.578 1.424
C: -0.798 3.226 -2.938
C: -6.420 -0.542 1.320
C: -5.241 -0.071 0.783
C: 4.030 2.519 -0.908
C: -1.593 -2.103 1.810
C: 0.780 -4.499 3.406
C: 1.781 -3.289 1.607
C: 3.323 1.662 -2.022
C: -0.205 1.389 -1.429
C: -0.300 3.630 -0.559
C: -5.199 -2.188 2.582
C: -4.026 -0.653 1.140
C: 3.203 2.591 -3.292
C: -6.393 -1.602 2.227
C: 4.274 0.470 -2.410
C: -0.388 -3.814 3.200
C: -3.995 -1.722 2.046
C: -0.299 0.415 -2.565
C: -0.453 -2.844 2.175
C: 1.883 -4.263 2.577
H: 0.860 -5.220 4.209
H: -5.241 0.753 0.081
H: -1.524 4.025 -2.788
H: 0.132 4.548 -0.952
H: -1.316 0.367 -2.962
H: 0.362 3.222 0.198
H: 0.000 -0.563 -2.197
H: -1.243 -3.998 3.836
H: -7.315 -1.970 2.654
H: -2.840 -2.993 3.140
H: 0.399 0.689 -3.352
H: -5.174 -3.014 3.284
H: -1.235 2.470 -3.584
H: 2.805 -4.804 2.719
H: -1.268 3.851 -0.100
H: 0.085 3.643 -3.426
H: 2.615 -3.046 0.961
H: -7.358 -0.087 1.034

Its LUMO energy (alpha / beta) is -0.425 / -3.465 eV. As for the spin multiplicity: 3. As for the molar mass: 806.521 Da. As for the energy above the lowest of the compared OMol25 structures with the same formula, charge and spin: 116.21 kJ/mol. The orbital gap (alpha / beta) comes out at 7.04 / 4.21 eV.

Results of the Mulliken charge analysis, in e, for atoms 1 through 6: atom 1 (Pt): 1.130, atom 2 (S): 0.118, atom 3 (F): -0.245, atom 4 (F): -0.172, atom 5 (F): -0.266, atom 6 (F): -0.317

Density functional theory data (ωB97M-V/def2-TZVPD) for the molecule C20H18FN5O3S.

Cartesian coordinates (Å):
S: 3.748 -3.110 -0.195
F: -1.497 1.736 3.599
O: 1.833 0.882 1.976
O: -2.588 -0.166 0.185
O: 3.375 -0.712 -2.099
N: -1.106 -2.366 0.106
N: 1.410 -1.742 -2.613
N: -0.696 0.369 1.349
N: 2.602 -1.073 1.094
N: 1.173 -2.589 0.067
C: 3.300 -3.097 -1.975
C: -0.795 -0.917 -3.057
C: 1.583 -0.173 1.413
C: -3.557 2.430 0.697
C: -4.198 3.578 1.120
C: 0.266 -0.595 1.016
C: 0.131 2.803 -1.152
C: -0.198 1.513 -1.838
C: -2.360 2.339 2.753
C: -1.758 0.069 -2.964
C: 0.777 0.532 -1.960
C: 2.350 -2.192 0.392
C: -1.966 0.561 0.955
C: 2.718 -1.716 -2.255
C: 0.484 -0.685 -2.560
C: -1.463 1.277 -2.358
C: -3.001 3.481 3.196
C: -3.916 4.108 2.369
C: 0.087 -1.823 0.396
C: -2.608 1.795 1.496
H: 0.633 3.477 -1.847
H: 2.613 -3.917 -2.175
H: 4.242 -3.239 -2.502
H: -2.778 3.858 4.181
H: -1.097 -3.196 -0.461
H: 0.802 2.632 -0.313
H: -0.771 3.295 -0.793
H: -1.901 -1.720 0.055
H: 1.767 0.717 -1.575
H: -4.921 4.058 0.479
H: -2.748 -0.113 -3.352
H: 0.994 -2.644 -2.800
H: -2.223 2.040 -2.281
H: -1.032 -1.870 -3.510
H: 3.553 -0.794 1.303
H: -4.416 5.003 2.707
H: -3.775 1.991 -0.264
H: -0.245 1.085 1.919

Its LUMO energy is 0.207 eV. As for the molar mass: 427.461 Da. Its SMILES is Cc1cccc(NC(=O)CSc2nc(N)c(NC(=O)c3ccccc3F)c(=O)[nH]2)c1. As for the energy above the lowest of the compared OMol25 structures with the same formula, charge and spin: 10.08 kJ/mol. The orbital gap comes out at 8.02 eV.

Results of the Mulliken charge analysis, in e, for atoms 1 through 6: atom 1 (S): -0.240, atom 2 (F): -0.335, atom 3 (O): -0.759, atom 4 (O): -0.805, atom 5 (O): -0.595, atom 6 (N): -0.317

Q: Which of these has the highest molar mass?
A: C20H17N9SSbSe4Zn